(1)
A structure of composition C27H20AlN5O6S2, computed with ωB97M-V with the def2-TZVPD basis set.

Cartesian coordinates (Å):
Al 0.28720 0.20010 -0.13610
O 4.24370 1.36840 -0.91800
C 4.84560 0.21020 -0.59520
C 6.24010 0.18680 -0.56100
C 6.91150 -0.97640 -0.25900
C 6.20940 -2.14200 0.02850
C 4.83230 -2.13210 0.02470
C 4.12990 -0.96080 -0.28070
C 2.67220 -0.96080 -0.23180
O 1.98490 0.07800 -0.66890
N 2.04450 -1.96390 0.28200
N 0.69810 -1.73270 0.36880
C 0.00620 -2.82590 0.44790
S -1.70230 -2.88020 0.63900
C -1.71400 -4.68670 0.99810
C -0.67060 -5.32770 0.11920
S 0.86230 -4.34460 0.32860
H 3.28030 1.20130 -0.96070
H 6.77200 1.09630 -0.78960
H 7.99070 -0.97650 -0.24180
H 6.73990 -3.05320 0.25660
H 4.25600 -3.01620 0.25050
H -2.71470 -5.06160 0.79470
H -1.48230 -4.81090 2.05720
H -0.95550 -5.28910 -0.93380
H -0.45910 -6.35690 0.40090
O -1.95060 2.28430 0.00860
C -3.10540 1.46860 -0.11940
C -2.61460 0.01870 -0.33160
O -3.38850 -0.90520 -0.30490
O -1.33610 -0.12790 -0.51430
C -3.85900 1.51340 1.20800
C -3.14410 1.20250 2.36020
C -3.71970 1.36110 3.60700
C -5.01910 1.83040 3.71600
C -5.74230 2.11420 2.57010
C -5.16770 1.95810 1.31970
C -3.97120 1.88540 -1.30120
C -4.97120 1.03990 -1.77050
C -5.78540 1.42500 -2.81920
C -5.63040 2.67070 -3.40300
C -4.65300 3.52390 -2.92860
C -3.82460 3.13600 -1.88950
H -2.25060 3.15970 0.27580
H -2.12400 0.85560 2.26770
H -3.14380 1.13220 4.49210
H -5.46160 1.97430 4.69120
H -6.75620 2.47480 2.64950
H -5.73000 2.19550 0.43010
H -5.10480 0.07370 -1.31180
H -6.55260 0.75210 -3.17100
H -6.26870 2.97090 -4.22070
H -4.53470 4.50370 -3.36410
H -3.06280 3.82210 -1.55150
O 0.38010 0.99750 1.47090
N 0.57510 2.18740 1.90270
C 0.73420 3.20770 1.11780
C 0.87840 4.51120 1.63160
N 0.93680 5.59380 2.00050
C 0.69140 2.87840 -0.24970
N 0.53800 2.04530 -1.04360

Results
energy	-2805.03507	Eh
charge	0
HOMO level	-0.3030	Ha
orbital gap	7.52	eV
largest force on an atom	1.99	eV/Å



(2)
A structure of composition C4H6N2, computed with ωB97M-V with the def2-TZVPD basis set.

Cartesian coordinates (Å):
C 0.56767 -0.35867 0.72452
C 0.58831 -0.07837 -0.72900
C 0.29320 0.47279 1.94209
C -0.12481 -0.27716 -2.04889
N 1.61068 -0.99495 -0.12456
N 1.84020 0.44086 -0.44143
H -0.03934 1.39918 1.70954
H 1.16428 0.51959 2.46632
H -0.35650 -0.14908 2.47520
H -0.74869 0.65739 -2.25890
H -0.62839 -1.14653 -1.97429
H 0.54722 -0.19019 -2.76207

Results
energy	-265.28904	Eh
charge	0
HOMO level (alpha / beta)	-0.3126 / -0.3127	Ha
orbital gap (alpha / beta)	8.82 / 8.82	eV
largest force on an atom	6.33	eV/Å



(3)
A cluster of 2 separate species, C16H30N4O in total, computed with ωB97M-V with the def2-TZVPD basis set.

Cartesian coordinates (Å):
N -2.33019 -0.32967 -6.43203
C -2.03307 -0.90056 -5.10786
C -2.10805 -2.43617 -5.02480
C -0.80619 -3.10700 -4.54137
C -0.55710 -2.74849 -3.10786
C 0.35724 -1.76634 -2.72882
C 0.47096 -1.48745 -1.38702
C -0.35246 -2.21824 -0.51324
N -1.17893 -3.15398 -0.87016
N -1.24724 -3.38940 -2.18208
H -1.45863 -0.20540 -6.92539
H -2.88885 -0.98476 -6.96105
H -1.04085 -0.54341 -4.84216
H -2.71093 -0.47987 -4.36938
H -2.44022 -2.88750 -5.95257
H -2.86883 -2.68800 -4.28511
H -0.88146 -4.18747 -4.63962
H 0.04135 -2.77929 -5.13260
H 0.94345 -1.24174 -3.46186
H 1.13683 -0.73027 -1.00806
H -0.30700 -1.99354 0.54060
H -1.89442 -4.11623 -2.45832
C -0.89636 2.85643 2.88054
C -0.47442 1.36245 2.82063
C -0.04910 0.84666 4.20173
C 1.34367 1.28409 4.64482
C 2.36970 0.95374 3.56567
C 2.00983 1.56369 2.21262
N 0.61738 1.17410 1.81233
O 0.60623 -0.02916 1.34503
C 2.17056 3.09265 2.28778
C 2.99890 1.09698 1.15118
C -1.72292 0.59217 2.40416
H -0.22606 3.51280 2.33458
H -1.87375 3.00295 2.42293
H -0.95476 3.21954 3.90633
H -0.07437 -0.24798 4.19305
H -0.79043 1.16357 4.93577
H 1.35367 2.35143 4.87865
H 1.60773 0.76808 5.56876
H 3.35706 1.31014 3.86310
H 2.44847 -0.13401 3.46854
H 1.84734 3.56641 1.35975
H 3.22117 3.33778 2.43645
H 1.62887 3.54854 3.11231
H 3.06288 0.01107 1.09491
H 3.99141 1.46950 1.39614
H 2.72815 1.48264 0.16588
H -2.02894 0.85375 1.38975
H -2.53449 0.85174 3.08198
H -1.58280 -0.48697 2.45540

Results
energy	-921.59599	Eh
charge	+1
HOMO level (alpha / beta)	-0.4064 / -0.4459	Ha
expectation value of S²	0.754
orbital gap (alpha / beta)	6.47 / 7.54	eV
largest force on an atom	2.01	eV/Å
multiplicity	2